Record 1
{"formula": "C8H24KO8S2", "method": "ωB97M-V with the def2-TZVPD basis set", "species": ["K", "S", "S", "O", "O", "O", "O", "O", "O", "O", "O", "C", "C", "C", "C", "C", "C", "C", "C", "H", "H", "H", "H", "H", "H", "H", "H", "H", "H", "H", "H", "H", "H", "H", "H", "H", "H", "H", "H", "H", "H", "H", "H"], "xyz": [[-0.4404, -1.6226, 0.3280], [-2.5648, 1.5528, -0.0856], [3.0118, 0.7246, -0.9518], [2.6192, 1.1760, -2.4393], [1.9780, -0.0703, -0.3414], [-1.1814, -4.4393, 0.3460], [1.2004, -1.2548, 2.6790], [-1.9395, 2.5937, 1.0006], [-2.5074, 0.2116, 0.4316], [-3.7626, 2.1114, -0.6275], [3.3905, 1.9624, -0.3238], [4.4479, -0.3035, -1.2833], [-1.2277, 1.7757, -1.3147], [-3.3211, 2.6701, 3.0431], [-2.3749, -5.1890, 0.0867], [1.3634, 1.0793, -4.4859], [-1.9985, 2.2076, 2.3813], [0.9270, -0.6083, 3.9273], [2.0347, 0.2804, -3.3943], [-3.1307, 3.5876, 3.6001], [-0.2336, 1.7862, -0.8802], [-3.6494, 1.9125, 3.7511], [1.5890, -2.1156, 2.8463], [-1.9356, 1.1367, 2.5789], [1.2516, -0.2574, -2.8382], [2.7121, -0.5094, -3.7230], [1.8600, -0.6553, 4.4941], [0.1049, -1.0811, 4.4691], [0.6353, 1.7683, -4.0609], [-1.3952, 1.1500, -2.1914], [-2.4193, -6.0767, 0.7239], [4.8607, -0.5001, -0.2973], [-0.4274, -4.8955, -0.0377], [0.6692, 0.4442, 3.8316], [-1.1508, 2.6904, 2.8595], [0.8529, 0.5055, -5.2591], [-3.2172, -4.5235, 0.2340], [-1.4291, 2.7712, -1.7202], [4.0334, -1.1956, -1.7465], [2.1073, 1.6484, -5.0483], [-2.3560, -5.6164, -0.9202], [-4.0779, 2.8944, 2.2959], [5.0909, 0.2736, -1.9375]], "charge": 1, "multiplicity": 1, "e_tot_ev": -63054.634}


Record 2
{"formula": "C8H24LiO4S4", "method": "ωB97M-V with the def2-TZVPD basis set", "species": ["S", "S", "S", "S", "O", "O", "O", "O", "C", "C", "C", "C", "C", "C", "C", "C", "Li", "H", "H", "H", "H", "H", "H", "H", "H", "H", "H", "H", "H", "H", "H", "H", "H", "H", "H", "H", "H", "H", "H", "H", "H"], "xyz": [[55.9530, 47.7290, 41.4910], [52.5540, 44.7900, 42.4290], [51.7710, 49.2920, 40.2300], [53.1700, 49.8450, 45.1160], [54.5230, 47.7780, 41.9740], [52.5510, 46.3200, 42.4360], [52.8860, 48.5290, 44.5050], [52.4390, 49.0620, 41.6370], [56.9290, 48.2960, 42.7930], [52.2760, 44.2790, 40.7710], [52.7560, 50.2540, 39.1870], [56.0680, 49.1060, 40.3970], [53.5490, 50.7980, 43.7280], [52.1450, 47.7840, 39.3540], [54.2610, 44.5120, 42.4870], [54.8050, 49.6700, 45.9350], [53.5030, 47.8200, 42.6790], [51.4920, 47.1360, 39.9580], [51.8850, 47.7100, 38.3890], [52.5970, 50.9820, 42.8710], [53.7000, 49.8670, 38.6480], [55.5500, 48.7170, 39.6060], [54.9230, 44.8910, 41.8100], [55.3980, 50.4270, 46.1150], [54.5710, 49.4440, 47.0830], [54.2620, 50.2200, 42.9690], [53.2150, 47.5400, 39.6680], [51.3320, 44.6560, 40.5600], [54.0750, 51.7780, 43.9390], [55.2600, 48.8730, 45.4490], [52.7350, 51.4150, 39.3180], [56.8710, 49.3070, 39.9800], [56.8080, 47.5330, 43.5320], [54.6420, 44.7390, 43.3730], [56.8270, 49.3440, 43.1160], [54.4780, 43.3600, 42.4830], [55.6000, 49.8630, 40.8010], [52.3530, 43.1360, 40.7470], [53.0860, 44.8500, 39.9940], [58.0210, 48.1410, 42.5580], [51.9270, 50.0420, 38.2540]], "charge": 1, "multiplicity": 1, "e_tot_ev": -60407.050}


In order of appearance, energy above the lowest of the compared OMol25 structures with the same formula, charge and spin = 0.0; 123.3 kcal/mol.
In order of appearance, frontier orbital gap = 0.39627; 0.34723 Ha.
In order of appearance, maximum force = 2.80; 17.48 eV/Å.